No. 1
15
Properties=species:S:1:pos:R:3:forces:R:3:nbo_charge:R:1 method="wB97M-V/def2-TZVPD" charge=0 e_tot_ha=-453.9242 lumo_energy_ev=-1.261 relative_energy_kcal_mol=131.8
C 1.390597 -0.203356 -1.065205 3.7 0.4 -1.1 -0.08
C 0.387675 -0.167377 0.041679 1.7 0.0 1.0 -0.19
C 0.356239 -1.000820 1.118517 -3.0 2.1 -3.2 0.03
C -1.496383 0.438814 1.296073 -2.3 0.8 2.0 0.61
C -0.731531 0.778161 0.085424 -1.0 1.3 -4.4 0.13
H -0.188064 0.021632 -2.259493 2.3 -1.6 -0.2 0.46
H 2.159351 0.837904 -1.179595 -2.5 -2.6 0.3 0.16
H 2.191844 -1.098589 -1.070376 -1.8 2.0 0.9 0.21
H 1.263798 -1.555585 1.321238 -0.9 -0.9 0.9 0.24
H -0.687835 -0.944304 3.014715 -2.4 0.0 -4.5 0.35
H -0.660356 1.677589 -1.670459 0.6 -0.1 -0.3 0.33
N -1.114819 -0.954926 1.576822 4.9 0.2 6.8 -0.55
N -1.239816 1.574018 -0.854489 0.7 -1.4 3.5 -0.54
O 0.689699 -0.521069 -2.260613 -2.3 1.9 -0.1 -0.71
O -2.320399 1.117909 1.905760 2.2 -2.0 -1.5 -0.47

***

No. 2
15
Properties=species:S:1:pos:R:3:forces:R:3:nbo_charge:R:1 method="wB97M-V/def2-TZVPD" charge=0 e_tot_ha=-453.9455 lumo_energy_ev=-0.168 relative_energy_kcal_mol=118.4
C -0.843459 -1.166660 1.758896 0.7 -0.1 1.2 -0.02
N -0.177701 -0.277480 1.171238 1.0 -0.7 0.8 -0.41
C -0.318574 0.001122 -0.200673 -1.3 0.1 -0.8 0.19
N -1.658355 -0.292121 -0.688313 1.0 0.1 1.5 -0.19
O -2.137358 -1.569467 -1.631582 0.6 -0.1 0.2 -0.38
C -2.486528 -0.308387 -1.737248 0.9 0.2 -0.1 0.86
O -3.166854 0.399823 -2.369972 -1.0 0.7 -1.0 -0.55
C 0.974141 -0.099793 -1.042504 -0.4 -1.2 0.4 -0.40
C 0.448296 1.231688 -0.657885 0.4 0.8 -0.3 -0.39
H -0.641360 -1.512681 2.782304 0.5 0.9 -0.1 0.17
H -1.622585 -1.764234 1.399713 -1.4 -0.6 -1.5 0.16
H 0.933910 -0.580187 -2.057005 -0.1 0.8 1.2 0.25
H 1.694786 -0.498543 -0.314474 0.2 0.2 -0.9 0.24
H 1.052354 1.863895 0.022738 -0.7 -1.0 0.1 0.25
H -0.031303 1.880396 -1.357199 -0.3 -0.1 -0.8 0.23

***

No. 3
16
Properties=species:S:1:pos:R:3:forces:R:3:nbo_charge:R:1 method="wB97M-V/def2-TZVPD" charge=0 e_tot_ha=-852.0159 spin_multiplicity=3 s2=2.01 lumo_energy_ev="0.090 / -2.113" relative_energy_kcal_mol=67.4
C 0.295451 -0.908715 0.746231 1.0 -0.9 -0.5 -0.15
C -0.370207 -2.188674 0.444930 0.2 1.3 0.1 0.25
C 1.654920 -0.992849 0.879838 -2.2 -2.8 -0.7 -0.30
C -0.608479 0.295328 0.635725 0.6 1.9 2.7 -0.56
C 0.667680 1.083278 -1.653792 2.8 4.4 5.7 -0.24
N -0.962677 -3.134110 0.179529 -0.1 -0.4 0.0 -0.31
N -0.185505 0.362892 -2.322675 -1.7 -3.2 -4.1 0.21
O 0.181211 -0.171327 -3.507077 0.7 -2.6 -1.5 -0.54
O -1.320428 0.106899 -2.021913 -4.4 -0.3 1.7 -0.35
S 0.243117 1.798758 -0.111892 -0.3 -1.9 -1.4 0.32
H 2.293233 -0.202219 1.140371 0.7 1.0 0.1 0.22
H 2.066240 -2.053596 0.691676 -0.4 2.0 0.7 0.23
H -1.574077 0.125541 0.234324 -0.4 -0.5 -1.1 0.27
H -0.943874 0.757663 1.618473 0.9 -0.8 -0.5 0.25
H 1.594028 1.368599 -2.008717 1.4 0.3 -1.2 0.22
H -0.244631 -1.117888 -3.496962 1.0 2.4 0.0 0.49

***

No. 4
16
Properties=species:S:1:pos:R:3:forces:R:3:nbo_charge:R:1 method="wB97M-V/def2-TZVPD" charge=0 e_tot_ha=-529.1072 spin_multiplicity=3 s2=2.01 lumo_energy_ev="0.723 / -1.224" relative_energy_kcal_mol=32.2
C 1.166883 -3.265118 0.322036 1.4 -1.2 -3.4 0.15
C 0.194453 1.843153 0.741288 -1.0 -0.7 -0.6 0.69
C -0.602923 0.886430 -1.322936 1.9 1.9 6.7 0.44
C -1.117589 1.216618 -2.604722 0.0 1.3 -1.7 -0.32
C 0.426034 0.323499 1.105815 -2.2 1.7 -2.0 0.21
N 0.957515 -2.730209 1.271610 -1.2 1.4 4.2 -0.37
N -0.286622 -0.408897 1.961465 3.7 0.5 -0.7 -0.73
O -0.135348 -0.130164 -0.620340 -0.3 -1.1 -1.6 -0.63
O 0.466855 2.766366 1.465211 0.3 -0.3 0.2 -0.57
O -0.346952 2.045846 -0.496791 -0.3 -0.4 0.3 -0.50
H 1.614296 -3.494769 -0.592612 0.0 -0.7 -1.0 0.23
H -1.097578 2.199153 -3.127655 0.5 -1.0 0.6 0.20
H -1.356959 0.341122 -3.082430 -1.1 -1.5 -1.8 0.17
H 1.404491 0.055815 0.914714 2.0 -0.8 0.2 0.21
H -1.200804 -0.269538 2.051664 -4.5 1.4 0.5 0.38
H -0.085752 -1.379307 2.013685 0.8 -0.7 0.2 0.42

***

No. 5
15
Properties=species:S:1:pos:R:3:forces:R:3:nbo_charge:R:1 method="wB97M-V/def2-TZVPD" charge=0 e_tot_ha=-776.9269 lumo_energy_ev=0.380 relative_energy_kcal_mol=88.5
C 2.014978 0.691973 0.743146 -0.6 -0.6 -0.2 -0.57
C 0.871435 -0.006917 0.954734 0.3 0.2 1.4 0.15
O -0.309349 0.482416 1.481342 0.9 -1.3 -0.8 -0.69
S 0.852264 -1.837849 1.121338 0.6 1.2 -0.2 0.42
N -0.754273 -2.236724 1.299633 0.6 -1.3 0.7 -0.59
C -1.681887 -1.813057 0.556284 0.4 -0.8 1.3 0.12
C -1.586397 -0.861689 -0.446410 0.6 1.6 -3.2 -0.50
C -0.610208 -0.758514 -1.377725 -0.9 -1.5 -1.0 0.50
N -0.031445 -1.007968 -2.437942 -1.3 0.1 2.0 -0.61
H 2.835941 0.064186 0.446709 0.3 -0.1 -0.2 0.22
H 2.299036 1.763128 0.870355 -1.0 -0.9 0.0 0.23
H -0.105725 1.353224 1.740559 0.1 1.9 0.6 0.48
H -2.641850 -2.238533 0.783923 -0.6 0.0 0.0 0.20
H -2.471381 -0.287885 -0.613226 -0.3 0.7 -0.2 0.26
H 0.892979 -0.706371 -2.640717 0.8 0.7 -0.1 0.39

***

No. 6
15
Properties=species:S:1:pos:R:3:forces:R:3:nbo_charge:R:1 method="wB97M-V/def2-TZVPD" charge=0 e_tot_ha=-776.9257 lumo_energy_ev=-1.214 relative_energy_kcal_mol=89.3
C -0.844469 -1.030331 0.157042 -2.9 -2.6 -0.4 0.09
C 0.480402 -0.922470 0.159881 0.3 -0.5 0.9 -0.26
C 0.449315 1.391734 -0.287006 -1.1 2.1 0.5 0.26
C -3.058091 -0.065120 -0.399936 0.2 -1.4 0.8 0.53
C 2.526578 0.366888 0.176727 -0.3 -0.6 2.9 -0.39
N -1.708858 -0.127649 -0.217428 1.5 2.3 -0.2 -0.64
N 1.081376 0.347876 0.041392 -1.0 -0.5 -1.0 -0.40
O -3.925576 -0.870429 -0.086558 0.7 0.5 -0.2 -0.60
S 0.116372 2.935879 -0.322245 0.3 -1.5 -0.3 0.21
H -1.219518 -2.066330 0.366399 0.3 0.6 -0.1 0.19
H 0.996425 -1.814810 0.474567 1.0 0.6 -0.1 0.23
H -3.252272 0.881955 -0.873530 -0.8 0.6 -0.4 0.10
H 2.906026 -0.166481 -0.664574 0.8 -0.2 -0.4 0.23
H 2.876691 1.402347 0.315435 0.0 -0.7 -0.2 0.23
H 2.575605 -0.263064 1.159827 1.0 1.2 -1.8 0.23

***

No. 7
14
Properties=species:S:1:pos:R:3:forces:R:3:nbo_charge:R:1 method="wB97M-V/def2-TZVPD" charge=0 e_tot_ha=-701.6621 lumo_energy_ev="-0.710 / -0.709" relative_energy_kcal_mol=111.0
C -0.420566 -2.084112 0.814279 0.0 0.5 -0.6 -0.22
C -0.416096 -1.016311 -0.060839 1.4 2.6 0.9 0.11
C 0.424196 -0.799449 2.648885 -1.4 -3.7 -4.0 0.30
C 0.378798 1.297895 -0.320739 0.9 -0.2 -1.8 0.12
C 0.040664 1.413576 -1.765979 -3.0 -0.4 0.9 -0.70
N 0.025698 -1.789250 2.050526 1.0 3.2 2.5 -0.27
N 0.119794 0.136966 0.279272 0.1 -0.7 3.4 -0.58
S 1.338564 2.509244 0.253377 -0.4 -0.2 0.8 -0.11
H -0.687571 -3.023607 0.397554 -0.1 -0.9 0.8 0.23
H -0.821574 -1.048112 -1.011246 -0.9 -1.0 -2.0 0.19
H 0.429985 0.066771 3.255834 0.1 0.2 0.6 0.27
H -0.142646 0.534174 -2.294195 0.5 -2.2 -0.6 0.20
H 0.679620 1.985363 -2.297308 2.2 1.9 -1.5 0.24
H -0.948865 1.816852 -1.949421 -0.4 0.8 0.5 0.23

***

No. 8
14
Properties=species:S:1:pos:R:3:forces:R:3:nbo_charge:R:1 method="wB97M-V/def2-TZVPD" charge=0 e_tot_ha=-701.7763 lumo_energy_ev=-0.682 relative_energy_kcal_mol=39.3
C -1.233583 -0.906482 0.951317 -0.7 0.2 -3.7 -0.69
C 0.142526 -1.338054 0.595667 2.3 1.9 -1.8 0.08
S 0.907999 -2.707040 0.841461 -0.2 -0.7 0.5 0.11
N 0.954494 -0.273116 -0.227062 -1.1 -2.8 2.6 -0.40
C 0.495616 0.892950 -0.735585 1.3 0.0 -1.7 -0.13
C 1.536114 1.321289 -1.537379 -1.5 2.7 -0.4 -0.07
N 2.634343 0.548669 -1.433717 -0.2 0.0 0.2 -0.44
C 2.252822 -0.394577 -0.624585 1.3 -1.5 0.0 0.17
H -1.335191 -0.681002 1.962762 -0.2 0.4 1.7 0.25
H -1.992173 -1.679080 0.630897 1.0 0.6 0.6 0.26
H -1.412407 -0.008611 0.281658 -0.4 -1.0 1.4 0.22
H -0.525836 1.111624 -0.667922 -0.8 0.9 -0.1 0.21
H 1.529003 2.248234 -2.137120 0.0 -0.7 0.4 0.20
H 2.961814 -1.186887 -0.382464 -0.8 0.1 0.3 0.22

***

No. 9
15
Properties=species:S:1:pos:R:3:forces:R:3:nbo_charge:R:1 method="wB97M-V/def2-TZVPD" charge=0 e_tot_ha=-1099.9253 lumo_energy_ev=0.328 relative_energy_kcal_mol=20.9
S -2.452846 0.305081 -1.661933 0.5 -0.3 1.3 -0.04
C -1.708364 0.128610 0.073531 4.3 1.0 -2.1 -0.46
S -2.029854 1.548472 1.130164 -1.2 -0.3 0.5 -0.01
C 0.095367 -0.229587 -0.014722 -4.8 1.9 1.0 -0.03
C 0.711563 -0.845725 -1.060940 0.7 1.4 2.0 0.04
N 1.968946 -1.135273 -0.984730 2.2 -0.7 -0.4 -0.42
C 2.681250 -0.719041 0.069531 -1.9 -0.8 -0.6 0.24
N 2.170950 0.037134 1.012832 0.4 0.3 1.6 -0.43
C 0.840944 0.250394 1.030873 2.3 -2.7 -3.5 0.03
H -3.741156 0.468580 -1.264816 0.5 -0.1 0.0 0.14
H -1.977265 -0.746759 0.567705 -1.2 -1.3 0.7 0.22
H -0.920659 2.265290 1.140038 0.6 0.0 -0.5 0.13
H 0.318566 -0.796018 -1.980491 -1.9 -0.9 -3.4 0.20
H 3.648022 -1.184011 0.112021 0.7 0.6 0.4 0.19
H 0.394537 0.652853 1.830937 -1.1 1.9 2.9 0.20